# C29H51GdNOP2Si4

A molecular structure, C29H51GdNOP2Si4 in a non-equilibrium geometry (ωB97M-V with the def2-TZVPD basis set, OMol25).

```
89
Properties=species:S:1:pos:R:3:forces:R:3
C -1.322314 3.825563 -3.470742 0.11 0.16 -0.04
C -1.126812 2.461361 -3.267957 0.68 -0.34 0.35
C 0.219785 1.994622 -3.204745 -0.40 -0.28 0.56
C 1.286810 2.833283 -3.497650 0.02 0.41 0.12
C 1.064229 4.194896 -3.683670 -0.11 -0.17 -0.29
C -0.238736 4.689957 -3.654471 -0.05 0.06 -0.05
C 2.698588 2.266924 -3.376794 -2.47 -0.90 -2.29
C 2.733461 0.761538 -3.614434 0.50 -0.21 0.09
C 1.615428 0.026816 -3.242412 -0.27 -0.40 0.51
C 1.618219 -1.389768 -3.287626 -0.18 0.43 0.21
C 2.794630 -2.026901 -3.681917 0.12 0.13 0.02
C 3.937516 -1.289598 -4.005764 0.02 -0.02 -0.02
C 3.913166 0.104466 -3.961366 -0.25 -0.01 -0.22
H -2.340741 4.219600 -3.477133 0.28 -0.06 -0.09
H 1.922578 4.851573 -3.841722 -0.33 -0.06 -0.02
H -0.413841 5.756390 -3.791165 0.02 -0.28 0.04
H 3.347186 2.761999 -4.108150 0.01 0.00 0.30
H 2.815207 -3.118144 -3.726468 0.04 0.31 -0.01
H 4.854259 -1.805080 -4.289480 -0.25 0.12 0.07
H 4.798675 0.700165 -4.193153 -0.17 -0.29 -0.01
N 0.508601 0.705742 -2.680993 -0.20 -0.28 -3.36
Gd 0.018903 0.556915 -0.692108 0.58 -0.19 2.35
C -2.293489 1.503005 -3.092169 -0.09 -0.12 0.27
H -2.121491 0.565873 -3.647925 0.00 0.34 0.11
H -3.223875 1.966656 -3.449353 0.25 -0.12 -0.10
C 0.380119 -2.160697 -2.878442 0.10 -0.53 -0.16
H -0.521049 -1.715315 -3.333366 0.28 -0.13 0.12
H 0.462233 -3.207593 -3.205225 -0.01 0.26 -0.25
P -2.640542 1.009233 -1.313267 -1.15 0.67 -1.19
P 0.056183 -2.246427 -1.024588 0.34 -0.12 -1.60
C 1.368814 -3.434050 -0.574531 0.21 0.14 0.41
H 1.339338 -3.652203 0.501602 0.03 0.07 -0.30
H 1.212993 -4.365447 -1.137639 0.04 0.27 0.11
H 2.353655 -3.019360 -0.823718 -0.19 -0.08 0.09
C -1.383518 -3.373773 -1.083376 -0.27 0.15 0.22
H -1.098859 -4.285330 -1.629001 -0.08 0.29 0.14
H -1.703086 -3.640010 -0.068951 0.05 0.04 -0.28
H -2.218248 -2.885604 -1.604676 0.15 -0.17 0.17
C -3.573977 2.483081 -0.763126 0.01 0.16 0.33
H -4.524991 2.530922 -1.311640 0.26 0.00 0.12
H -3.782320 2.416576 0.312384 0.01 0.09 -0.26
H -3.004425 3.401638 -0.953548 -0.05 -0.23 0.06
C -4.000003 -0.187571 -1.536775 0.00 -0.34 0.13
H -4.299461 -0.595240 -0.560338 0.04 0.09 -0.30
H -4.862032 0.314952 -1.999566 0.28 -0.17 0.10
H -3.671350 -1.015230 -2.180330 -0.12 0.19 0.19
C 3.171678 2.464494 -2.026288 0.08 -0.04 0.61
O 2.608182 2.134170 -0.991693 0.86 0.54 -0.89
H 4.114767 2.942351 -2.287897 1.21 0.42 2.45
C -3.201970 0.601843 2.598129 -0.27 0.02 0.11
Si -2.176876 -0.971069 2.804498 0.56 0.15 0.10
C -2.036545 -1.337054 4.651154 -0.34 -0.01 0.02
C -3.086167 -2.390546 1.967284 -0.36 -0.03 0.18
Si -0.071195 -0.771390 1.816903 -0.02 0.09 0.20
Si 0.585865 1.461647 2.260901 0.16 -0.89 1.01
C -0.014520 1.996251 3.965551 -0.16 0.45 0.03
C 2.459603 1.623627 2.214676 0.04 0.40 -0.14
C -0.114217 2.740533 1.022247 -0.03 0.40 -0.12
Si 1.371590 -1.994121 3.140523 -0.11 0.30 0.04
C 1.520557 -1.326759 4.896852 0.16 -0.17 0.21
C 0.744548 -3.770841 3.203310 0.11 -0.27 0.16
C 3.099095 -1.976676 2.381355 0.21 -0.12 -0.05
H -3.996810 0.585006 3.359934 0.08 0.11 -0.25
H -3.683449 0.643872 1.612744 0.04 -0.04 0.15
H -2.628633 1.526070 2.740032 -0.08 -0.19 -0.02
H -3.053828 -1.288297 5.069697 0.23 -0.08 0.07
H -1.642888 -2.344339 4.840710 -0.05 0.20 -0.06
H -1.412039 -0.617083 5.195429 -0.13 -0.14 -0.19
H -3.204027 -2.233193 0.886795 0.03 0.00 0.24
H -2.573848 -3.349601 2.124906 -0.10 0.20 -0.02
H -4.089082 -2.469060 2.413930 0.15 -0.12 -0.16
H 0.736872 1.772327 4.733916 -0.18 0.04 -0.21
H -0.148199 3.088896 3.937421 0.03 -0.16 0.21
H -0.969511 1.553708 4.275663 0.28 0.08 -0.11
H 2.804517 1.874738 1.199378 0.03 -0.11 0.43
H 2.733064 2.451056 2.886063 0.11 -0.14 -0.19
H 2.981594 0.721129 2.550255 -0.17 0.19 0.00
H 0.582352 3.009409 0.205420 -0.25 0.02 0.17
H -1.119439 2.522628 0.617084 0.16 0.12 0.12
H -0.234066 3.648818 1.629835 0.00 -0.07 -0.29
H 0.813673 -1.835961 5.565282 0.15 0.19 -0.09
H 2.540328 -1.543210 5.248929 -0.25 0.07 0.08
H 1.356172 -0.245968 4.978129 0.06 -0.28 -0.05
H 1.590542 -4.446336 3.005804 -0.29 0.00 0.09
H 0.361410 -3.990576 4.209962 0.04 -0.06 -0.27
H -0.050161 -3.987522 2.477302 0.16 0.04 0.15
H 3.194353 -1.297054 1.524842 0.02 -0.17 0.17
H 3.823992 -1.673890 3.150539 -0.05 -0.08 -0.28
H 3.357341 -2.992444 2.050003 0.08 0.25 0.02
```
Positions in Å, forces in eV/Å.

## Properties
- 2S+1 = 8
- gap between HOMO and LUMO (spin up / spin down) (eV) = 4.807 / 6.196
- <S²> = 16.0026
- net charge = +1